# 1
Density functional theory data (ωB97M-V/def2-TZVPD) for 26 unconnected molecules or ions with the total composition C90H226N6O26.

Geometry as XYZ:
```
348
Properties=species:S:1:pos:R:3:lowdin_charge:R:1
C 4.766 1.789 0.595 -0.0255
C 5.618 0.592 0.217 -0.4459
C 5.278 0.122 -1.271 -0.1032
C 5.804 1.104 -2.352 -0.1605
C 7.338 1.277 -2.188 -0.1222
C 7.749 1.696 -0.751 -0.5197
N 7.042 0.947 0.251 -0.1369
O 7.466 1.172 1.540 -0.0004
C 9.215 1.297 -0.704 -0.0498
C 7.615 3.214 -0.590 -0.0239
C 5.304 -0.654 1.092 -0.0321
H 5.345 2.534 1.141 0.0839
H 3.853 1.538 1.134 0.0763
H 4.389 2.279 -0.303 0.0563
H 5.622 -0.908 -1.369 0.0944
H 4.194 0.046 -1.365 0.0985
H 5.356 2.092 -2.243 0.0804
H 5.501 0.691 -3.314 0.1024
H 7.754 2.016 -2.873 0.1018
H 7.754 0.302 -2.440 0.1151
H 9.414 0.225 -0.731 0.0896
H 9.809 1.688 -1.529 0.0872
H 9.695 1.686 0.194 0.0804
H 6.629 3.667 -0.694 0.0707
H 7.915 3.500 0.419 0.0820
H 8.247 3.700 -1.333 0.0843
H 5.650 -1.642 0.787 0.0680
H 4.256 -0.899 1.261 0.0649
H 5.719 -0.605 2.099 0.0783
H 8.098 0.481 1.748 0.1092
C -4.760 2.207 3.141 -0.0392
C -4.173 1.380 4.301 -0.4152
C -3.900 2.388 5.526 -0.1222
C -3.634 1.707 6.849 -0.1880
C -4.699 0.711 7.219 -0.1609
C -4.968 -0.350 6.192 -0.4322
N -5.119 0.330 4.835 -0.1179
O -5.353 -0.558 3.833 -0.0269
C -3.761 -1.381 6.168 -0.0209
C -6.277 -1.187 6.514 -0.0200
C -2.839 0.770 3.816 -0.0257
H -4.103 2.986 2.754 0.0607
H -5.686 2.696 3.443 0.0867
H -4.946 1.676 2.207 0.0661
H -3.018 2.980 5.282 0.0856
H -4.626 3.201 5.553 0.1127
H -3.555 2.535 7.553 0.1163
H -2.670 1.202 6.803 0.0985
H -5.597 1.125 7.677 0.1236
H -4.260 0.176 8.061 0.1164
H -2.810 -0.871 6.018 0.0415
H -3.606 -1.872 7.129 0.0821
H -3.781 -2.159 5.405 0.0701
H -6.292 -2.115 5.942 0.0756
H -6.437 -1.423 7.566 0.0791
H -7.136 -0.573 6.245 0.0753
H -2.079 0.625 4.583 0.0668
H -2.335 1.395 3.078 0.0708
H -2.964 -0.148 3.240 0.0559
H -6.300 -0.426 3.752 0.1149
C 2.881 7.297 6.873 -0.0073
C 2.525 5.722 7.136 -0.4560
C 1.320 5.738 8.112 -0.1491
C 0.489 4.446 8.298 -0.1614
C 0.106 3.933 6.886 -0.1341
C 1.309 3.764 5.914 -0.4498
N 2.112 5.010 5.925 -0.0851
O 3.221 4.770 5.019 -0.0326
C 2.070 2.442 6.291 -0.0198
C 0.686 3.612 4.441 -0.0087
C 3.783 5.013 7.751 -0.0287
H 3.185 7.573 7.883 0.0738
H 2.020 7.841 6.485 0.0657
H 3.689 7.361 6.144 0.0670
H 1.708 5.975 9.102 0.1112
H 0.649 6.586 7.976 0.1087
H -0.362 4.738 8.914 0.1081
H 1.065 3.700 8.846 0.1019
H -0.574 4.681 6.477 0.1008
H -0.314 2.953 7.114 0.1088
H 2.291 2.320 7.351 0.0675
H 1.302 1.682 6.148 0.0597
H 2.960 2.268 5.686 0.0871
H -0.131 2.891 4.462 0.0670
H 0.257 4.549 4.086 0.0616
H 1.482 3.320 3.756 0.0673
H 3.514 3.991 8.018 0.0595
H 4.177 5.382 8.698 0.0776
H 4.615 4.911 7.055 0.0772
H 3.021 5.337 4.270 0.0662
C 1.841 -2.143 -0.951 -0.0093
C 0.322 -2.087 -0.818 -0.3957
C -0.123 -1.940 0.730 -0.1086
C 0.005 -0.571 1.393 -0.1618
C -0.863 0.352 0.551 -0.1189
C -0.396 0.423 -0.960 -0.5090
N -0.275 -0.893 -1.493 -0.1177
O -0.244 -0.940 -2.894 -0.0223
C -1.423 1.246 -1.717 -0.0318
C 0.923 1.169 -1.044 -0.0190
C -0.336 -3.414 -1.366 -0.0049
H 2.246 -1.493 -0.176 0.0609
H 2.239 -1.813 -1.911 0.0807
H 2.166 -3.155 -0.711 0.0615
H -1.148 -2.281 0.874 0.0948
H 0.430 -2.682 1.306 0.0947
H 1.019 -0.172 1.380 0.1000
H -0.316 -0.641 2.433 0.0921
H -0.930 1.409 0.808 0.1091
H -1.908 0.044 0.582 0.1089
H -2.376 0.719 -1.766 0.0825
H -1.787 2.188 -1.308 0.0829
H -1.081 1.551 -2.706 0.0692
H 0.801 2.161 -0.607 0.0803
H 1.727 0.664 -0.508 0.0645
H 1.164 1.428 -2.074 0.0805
H -0.107 -4.305 -0.781 0.0717
H -0.072 -3.549 -2.415 0.0609
H -1.421 -3.317 -1.422 0.0531
H 0.660 -0.737 -3.146 0.0657
C -8.155 6.188 -3.176 -0.0488
C -6.845 5.427 -2.745 -0.4084
C -5.619 6.250 -3.302 -0.1361
C -4.344 6.202 -2.509 -0.1967
C -4.593 6.327 -0.994 -0.1251
C -5.659 5.339 -0.463 -0.4735
N -6.897 5.404 -1.253 -0.1166
O -7.765 4.458 -0.765 -0.0097
C -4.926 3.895 -0.371 -0.0023
C -5.864 5.776 0.976 -0.0511
C -6.898 3.997 -3.452 -0.0272
H -9.035 5.572 -2.990 0.0701
H -8.111 6.303 -4.259 0.0760
H -8.411 7.147 -2.726 0.0786
H -5.367 5.840 -4.280 0.1098
H -5.828 7.291 -3.550 0.1140
H -3.601 6.908 -2.879 0.0962
H -3.911 5.233 -2.758 0.0941
H -4.916 7.352 -0.813 0.1223
H -3.634 6.021 -0.579 0.1121
H -5.514 3.237 0.270 0.0649
H -4.915 3.491 -1.383 0.0510
H -3.858 3.943 -0.161 0.0727
H -6.196 6.812 0.913 0.0818
H -6.697 5.306 1.498 0.0773
H -4.965 5.638 1.577 0.0725
H -5.929 3.505 -3.359 0.0363
H -7.286 3.979 -4.471 0.0827
H -7.613 3.310 -3.000 0.0739
H -8.520 4.992 -0.508 0.1103
C -1.016 -8.410 -0.106 -0.0244
C -1.354 -8.843 1.287 -0.4966
C -0.184 -9.710 1.814 -0.1203
C 1.006 -8.827 2.243 -0.1862
C 0.622 -7.768 3.236 -0.1600
C -0.592 -6.934 2.850 -0.4698
N -1.644 -7.739 2.217 -0.1201
O -2.871 -7.069 2.013 0.0126
C -1.156 -6.309 4.150 -0.0178
C -0.054 -5.821 1.872 -0.0087
C -2.588 -9.793 1.395 -0.0342
H -1.165 -9.295 -0.725 0.0969
H -0.018 -8.020 -0.304 0.0711
H -1.682 -7.584 -0.355 0.0675
H -0.418 -10.276 2.716 0.1205
H 0.210 -10.396 1.064 0.1212
H 1.573 -8.406 1.413 0.1007
H 1.737 -9.463 2.743 0.1091
H 1.454 -7.128 3.529 0.1017
H 0.378 -8.208 4.203 0.1202
H -1.713 -7.019 4.762 0.0934
H -0.317 -5.922 4.728 0.0701
H -1.839 -5.466 4.047 0.0611
H 0.290 -6.212 0.914 0.0642
H -0.772 -5.009 1.757 0.0695
H 0.781 -5.375 2.413 0.0534
H -2.553 -10.773 0.919 0.0795
H -3.416 -9.316 0.869 0.0562
H -3.008 -10.019 2.375 0.0887
H -2.602 -6.453 1.328 0.0552
O -3.536 -2.085 1.668 -0.0428
H -3.828 -1.449 2.321 0.0048
H -4.044 -1.877 0.885 0.0371
O -5.587 -1.497 -5.465 -0.0319
H -5.239 -2.386 -5.395 0.0250
H -4.814 -0.946 -5.591 0.0001
O -2.932 -3.902 -4.013 -0.0169
H -2.736 -4.824 -3.844 0.0323
H -3.738 -3.919 -4.529 0.0584
O -2.993 -1.640 -2.763 -0.0592
H -2.068 -1.449 -2.604 0.0094
H -2.985 -2.432 -3.300 -0.0189
O -1.375 -7.264 -4.005 -0.0407
H -1.683 -7.266 -4.911 0.0382
H -2.119 -6.935 -3.500 -0.0151
O -4.005 -4.189 3.274 -0.0647
H -3.308 -3.657 2.889 -0.0081
H -4.761 -4.040 2.706 0.0260
O -5.597 -1.260 -2.292 -0.0571
H -5.760 -1.302 -3.234 0.0036
H -4.668 -1.470 -2.199 -0.0181
O -6.228 -0.635 0.537 -0.0485
H -5.990 -0.779 -0.379 -0.0163
H -6.717 0.188 0.531 0.0323
C -0.484 5.180 -3.661 -0.0402
C -0.418 5.978 -5.033 -0.4680
C -1.405 7.144 -5.042 -0.0601
O 0.838 6.556 -5.217 -0.0461
H -0.397 5.853 -2.808 0.0718
H 0.261 4.391 -3.555 0.0630
H -1.436 4.682 -3.480 0.0537
H -0.763 5.321 -5.832 0.1261
H -1.541 7.637 -6.005 0.0819
H -1.057 7.936 -4.379 0.0814
H -2.347 6.803 -4.613 0.0503
H 1.153 6.842 -4.357 0.0891
C 2.854 -7.000 -2.332 -0.0516
C 2.174 -6.918 -3.733 -0.4297
C 1.920 -5.432 -4.115 -0.0308
O 3.143 -7.526 -4.616 -0.0601
H 2.763 -7.996 -1.900 0.0718
H 2.421 -6.313 -1.604 0.0529
H 3.918 -6.788 -2.437 0.0582
H 1.191 -7.389 -3.725 0.1099
H 1.339 -5.347 -5.033 0.0615
H 2.882 -4.935 -4.244 0.0684
H 1.345 -4.948 -3.325 0.0566
H 2.914 -8.456 -4.674 0.0831
C -5.270 -7.217 -1.093 -0.0227
C -4.715 -5.973 -1.914 -0.4310
C -3.868 -5.027 -1.018 -0.0238
O -3.966 -6.393 -3.042 -0.0711
H -5.924 -7.853 -1.691 0.0744
H -5.908 -6.847 -0.290 0.0821
H -4.366 -7.664 -0.680 0.0585
H -5.644 -5.462 -2.169 0.1306
H -4.359 -4.708 -0.099 0.0847
H -3.510 -4.107 -1.481 0.0483
H -2.948 -5.522 -0.709 0.0607
H -4.676 -6.688 -3.617 0.1087
C 6.376 3.926 -4.850 -0.0376
C 5.057 3.541 -5.558 -0.4968
C 3.843 3.855 -4.651 -0.0443
O 4.946 4.257 -6.722 -0.0399
H 6.327 3.425 -3.883 0.0428
H 6.478 4.981 -4.596 0.0830
H 7.233 3.571 -5.422 0.0827
H 5.125 2.512 -5.909 0.1104
H 3.911 4.871 -4.263 0.0782
H 3.669 3.185 -3.809 0.0584
H 2.923 3.861 -5.235 0.0644
H 4.427 5.062 -6.656 0.0951
C -4.392 1.829 -4.681 -0.0541
C -3.462 1.250 -5.706 -0.4680
C -2.232 2.156 -5.967 -0.0448
O -2.966 -0.017 -5.298 -0.0707
H -4.689 2.805 -5.064 0.0726
H -3.889 2.051 -3.740 0.0833
H -5.314 1.251 -4.619 0.0880
H -3.979 1.112 -6.656 0.1405
H -1.645 2.311 -5.062 0.0587
H -2.561 3.156 -6.249 0.0703
H -1.582 1.825 -6.777 0.0762
H -2.824 -0.082 -4.350 0.0574
C 3.571 0.395 -6.441 -0.0465
C 2.609 0.405 -5.262 -0.5149
C 1.325 1.041 -5.697 -0.0538
O 2.470 -0.832 -4.643 -0.0437
H 3.649 1.348 -6.964 0.0773
H 3.411 -0.245 -7.309 0.0758
H 4.548 0.060 -6.096 0.0808
H 2.979 0.971 -4.407 0.1188
H 0.657 0.868 -4.854 0.0681
H 0.984 0.544 -6.606 0.0827
H 1.401 2.108 -5.905 0.0791
H 2.411 -1.477 -5.352 0.0377
C 4.133 -4.864 0.460 -0.0356
C 4.547 -4.650 1.969 -0.4676
C 3.842 -5.397 3.048 -0.0530
O 5.857 -5.137 1.998 -0.0654
H 4.525 -4.047 -0.146 0.0539
H 3.050 -4.919 0.350 0.0492
H 4.476 -5.770 -0.040 0.0639
H 4.531 -3.568 2.104 0.1268
H 3.859 -6.436 2.719 0.0885
H 2.827 -5.009 3.134 0.0483
H 4.321 -5.244 4.015 0.0928
H 5.930 -6.094 1.973 0.0911
C 1.094 -2.652 4.427 -0.0473
C 1.741 -1.551 5.279 -0.5069
C 0.800 -1.332 6.514 -0.0530
O 3.006 -1.889 5.675 -0.0231
H 1.844 -2.833 3.657 0.0644
H 0.217 -2.259 3.912 0.0672
H 0.914 -3.610 4.914 0.0785
H 1.879 -0.569 4.827 0.1320
H 0.534 -2.276 6.989 0.0714
H -0.193 -0.943 6.288 0.0576
H 1.301 -0.751 7.289 0.0704
H 2.912 -2.763 6.060 0.0935
C -1.655 7.959 4.241 -0.0438
C -2.030 6.737 3.369 -0.5060
C -2.704 5.594 4.076 -0.0524
O -2.733 7.338 2.316 -0.0605
H -0.938 7.522 4.936 0.0629
H -2.541 8.274 4.793 0.0794
H -1.198 8.806 3.729 0.0810
H -1.124 6.390 2.871 0.1239
H -3.679 5.879 4.470 0.0924
H -2.133 5.234 4.932 0.0541
H -2.733 4.720 3.427 0.0701
H -3.579 7.658 2.639 0.0853
C 2.632 6.085 1.570 -0.0678
C 3.115 6.072 0.151 -0.5260
C 2.494 4.976 -0.691 -0.0340
O 3.035 7.365 -0.365 -0.0209
H 1.633 6.511 1.662 0.0860
H 3.316 6.681 2.174 0.0872
H 2.620 5.071 1.969 0.0760
H 4.170 5.851 0.317 0.1312
H 1.431 5.151 -0.858 0.0790
H 2.673 3.954 -0.356 0.0588
H 3.043 4.959 -1.632 0.0684
H 2.789 7.969 0.340 0.0832
C -0.167 -2.373 -6.128 -0.0112
C 0.852 -3.093 -7.066 -0.4466
C 0.761 -2.684 -8.592 -0.0404
O 2.138 -2.788 -6.612 -0.0684
H 0.227 -1.422 -5.769 0.0480
H -0.183 -3.018 -5.249 0.0687
H -1.127 -2.213 -6.618 0.0845
H 0.675 -4.165 -6.984 0.1154
H -0.195 -2.922 -9.060 0.0684
H 1.404 -3.276 -9.242 0.0662
H 0.971 -1.624 -8.731 0.0733
H 2.801 -3.295 -7.086 0.1128
C 5.894 -3.507 -3.092 -0.0430
C 7.186 -4.356 -3.131 -0.4517
C 7.042 -5.622 -2.287 -0.0529
O 7.551 -4.619 -4.497 -0.0522
H 5.999 -2.459 -3.374 0.0686
H 5.665 -3.447 -2.028 0.0507
H 5.090 -3.941 -3.687 0.0686
H 7.946 -3.754 -2.633 0.1347
H 7.966 -6.183 -2.143 0.0814
H 6.257 -6.303 -2.613 0.0652
H 6.646 -5.329 -1.314 0.0582
H 6.830 -5.070 -4.943 0.0801
```

Net charge ... 0
Electronic energy ... -5849.02151 Ha



# 2
Density functional theory data (ωB97M-V/def2-TZVPD) for C12H24N2O3 in the gas phase.

Geometry as XYZ:
```
41
Properties=species:S:1:pos:R:3:lowdin_charge:R:1
C -0.708 0.767 1.917 -0.3788
C -1.249 -0.005 0.681 -0.3628
C 0.697 1.116 1.952 -0.4386
C 1.129 2.026 2.970 -0.1073
C 1.553 -0.217 2.061 -0.2834
C 2.146 -0.771 3.291 -0.1656
C -1.378 -0.081 -1.804 -0.1972
C -2.851 -0.657 -1.571 -0.5397
C -0.318 -0.925 -2.450 -0.3973
C -0.473 -1.147 -3.876 -0.1425
C 1.169 -0.586 -1.950 -0.1963
C 1.649 0.630 -2.719 -0.1214
H -1.465 -0.918 3.146 0.1516
H -2.073 0.930 3.628 0.1884
H -1.233 1.720 1.688 0.1503
H 0.969 1.409 0.874 0.1470
H 0.410 1.810 3.896 0.1150
H 2.205 1.696 3.331 0.1013
H 0.809 3.114 2.687 0.1140
H 1.118 -1.089 1.688 0.0754
H 2.373 0.004 1.342 0.1135
H 2.305 0.095 4.181 0.1036
H 3.244 -1.323 3.332 0.1176
H 1.273 -1.524 3.684 0.1077
H -0.700 1.479 -0.744 0.1163
H -1.558 0.855 -2.306 0.1534
H -0.519 -2.042 -2.056 0.1815
H -0.782 -0.205 -4.574 0.1167
H 0.388 -1.663 -4.549 0.1285
H -1.509 -1.713 -4.047 0.1021
H 1.687 -1.521 -2.277 0.1189
H 0.985 -0.452 -0.837 0.1010
H 0.886 1.495 -2.612 0.0952
H 1.759 0.564 -3.797 0.0589
H 2.657 0.953 -2.314 0.0852
H -3.991 -1.698 -2.101 0.0635
N -1.157 0.203 3.212 -0.0008
N -0.891 0.533 -0.596 0.0795
O -1.713 -1.112 0.884 0.0790
O -3.701 -0.098 -0.979 0.1434
O -3.142 -1.651 -2.285 0.2232
```

Net charge ... 0
Electronic energy ... -806.67279 Ha
Energy above the lowest of the compared OMol25 structures with the same formula, charge and spin ... 7.024 eV
SMILES string ... CC[C@H](C)[C@H](N)C(=O)N[C@H](C(=O)O)[C@@H](C)CC



# 3
Density functional theory data (ωB97M-V/def2-TZVPD) for a gas-phase ion, C3H7N2OS (charge +1).

Geometry as XYZ:
```
14
Properties=species:S:1:pos:R:3:lowdin_charge:R:1
C -0.889 -0.187 0.079 -0.5758
C 0.558 0.628 0.236 -0.0028
C 1.507 -1.549 0.054 0.1614
N -1.932 0.486 0.431 -0.2281
N 1.466 -0.334 -0.271 0.0049
O -0.742 -1.285 -0.300 0.0852
S -3.553 -0.191 0.062 0.8334
H 0.714 1.373 -0.452 0.1012
H 0.543 0.993 1.308 0.1663
H 2.003 -2.394 -0.427 0.1465
H 1.230 -1.765 1.087 0.1401
H 1.854 -0.056 -1.151 0.1764
H -2.079 1.292 0.992 0.0990
H -3.240 -1.516 0.123 -0.1076
```

Net charge ... +1
Electronic energy ... -701.12602 Ha
Energy above the lowest of the compared OMol25 structures with the same formula, charge and spin ... 2.687 eV
SMILES string ... C=[NH+]CC(=O)NS



# 4
Density functional theory data (ωB97M-V/def2-TZVPD) for a molecular structure, C10H15BClLaNO5S.

Geometry as XYZ:
```
35
Properties=species:S:1:pos:R:3:lowdin_charge:R:1
C -0.234 2.588 2.803 0.1301
C 0.481 1.689 2.435 -0.1178
C 1.167 0.473 1.984 -0.0960
C 0.890 0.067 0.523 -0.2123
C 1.325 1.195 -0.386 -0.1993
C 0.824 1.196 -1.838 -0.3732
C 1.590 0.206 -2.716 0.0537
O -0.588 1.078 -1.987 -0.1392
S -1.433 0.863 -0.651 0.7379
O -2.728 0.475 -1.043 -0.1413
O -1.479 2.114 0.164 -0.3507
C -0.559 -0.449 0.231 -0.2587
C -1.404 -0.792 1.468 -0.1225
C -1.001 -2.144 2.033 -0.8131
O 0.096 -2.363 2.431 0.0992
Cl -2.246 -3.336 2.087 0.8658
B -0.556 -1.776 -0.742 -0.6600
N -1.737 -2.373 -1.287 0.2304
O 0.647 -2.326 -0.980 0.2016
H -0.915 3.285 3.244 0.0903
H 2.239 0.651 2.069 0.1534
H 0.941 -0.333 2.681 0.1443
H 1.591 -0.744 0.335 0.1706
H 1.079 2.174 0.054 -0.1603
H 2.415 1.164 -0.447 0.1703
H 1.085 2.197 -2.273 0.1413
H 1.044 -0.719 -2.833 0.1041
H 2.612 0.077 -2.384 0.1182
H 1.652 0.653 -3.703 0.1167
H -1.415 -0.043 2.252 0.1342
H -2.436 -0.887 1.144 0.1151
H -1.849 -2.172 -2.274 0.1206
H -2.596 -2.134 -0.809 0.0833
H 0.536 -3.189 -1.405 0.1587
La 0.782 3.904 0.089 2.5049
```

Net charge ... +3
Electronic energy ... -1734.61112 Ha



| no. | orbital gap (eV) | lowest unoccupied orbital energy (eV) | HOMO energy (eV) |
| --- | --- | --- | --- |
| 1 | 7.702 | -0.24 | -7.94 |
| 2 | 9.868 | 0.53 | -9.34 |
| 3 | 8.606 | -4.51 | -13.12 |
| 4 | 4.471 | -14.04 | -18.51 |